# 1
A cluster of 8 separate species, C16H48O16 in total. Source: the OMol25 dataset; level of theory: ωB97M-V with the def2-TZVPD basis set.

Results
multiplicity = 1
structure (SMILES) = OCCO.OCCO.OCCO.OCCO.OCCO.OCCO.OCCO.OCCO
lowest unoccupied orbital energy = -0.092 eV
energy relative to the best compared isomer or geometry (same formula, charge and spin) = 0.0 kJ/mol
highest occupied orbital energy = -9.2 eV

Each atom is followed by the atoms it is bonded to, with distances in Å.
Cartesian coordinates (Å):
1 O -4.70 -29.76 -22.10  C2 1.445, H5 0.962
2 C -3.35 -29.26 -22.05  O1 1.445, C3 1.502, H6 1.087, H7 1.090
3 C -3.32 -27.79 -22.33  C2 1.502, O4 1.428, H8 1.096, H9 1.092
4 O -3.50 -27.63 -23.74  C3 1.428, H10 0.961
5 H -4.94 -29.82 -23.03  O1 0.962
6 H -3.01 -29.48 -21.04  C2 1.087
7 H -2.77 -29.80 -22.80  C2 1.090
8 H -2.37 -27.36 -21.98  C3 1.096
9 H -4.14 -27.31 -21.78  C3 1.092
10 H -3.71 -26.71 -23.91  O4 0.961
11 O -11.09 -26.17 -17.68  C12 1.417, H15 0.969
12 C -10.16 -26.81 -16.83  O11 1.417, C13 1.513, H16 1.093, H17 1.102
13 C -9.13 -25.90 -16.20  C12 1.513, O14 1.418, H18 1.090, H19 1.098
14 O -8.18 -25.40 -17.13  C13 1.418, H20 0.964
15 H -10.61 -25.58 -18.28  O11 0.969
16 H -10.70 -27.31 -16.02  C12 1.093
17 H -9.63 -27.61 -17.38  C12 1.102
18 H -8.57 -26.50 -15.47  C13 1.090
19 H -9.64 -25.10 -15.65  C13 1.098
20 H -8.61 -24.76 -17.71  O14 0.964
21 O -4.08 -25.97 -19.29  C22 1.403, H25 0.970
22 C -3.31 -27.09 -18.94  O21 1.403, C23 1.512, H26 1.099, H27 1.104
23 C -2.69 -26.90 -17.57  C22 1.512, O24 1.423, H28 1.093, H29 1.088
24 O -3.70 -26.78 -16.58  C23 1.423, H30 0.967
25 H -4.95 -26.28 -19.59  O21 0.970
26 H -3.87 -28.04 -18.94  C22 1.099
27 H -2.49 -27.28 -19.65  C22 1.104
28 H -2.07 -25.99 -17.60  C23 1.093
29 H -2.10 -27.78 -17.34  C23 1.088
30 H -4.26 -26.05 -16.86  O24 0.967
31 O -6.35 -27.10 -20.60  C32 1.427, H35 0.971
32 C -7.06 -27.66 -19.50  O31 1.427, C33 1.504, H36 1.098, H37 1.098
33 C -7.27 -29.14 -19.60  C32 1.504, O34 1.409, H38 1.098, H39 1.091
34 O -6.05 -29.86 -19.62  C33 1.409, H40 0.974
35 H -6.94 -27.13 -21.37  O31 0.971
36 H -6.47 -27.40 -18.60  C32 1.098
37 H -7.99 -27.12 -19.30  C32 1.098
38 H -7.82 -29.34 -20.53  C33 1.098
39 H -7.92 -29.46 -18.79  C33 1.091
40 H -5.66 -29.72 -20.50  O34 0.974
41 O -11.97 -23.27 -21.00  C42 1.417, H45 0.963
42 C -11.56 -22.88 -19.70  O41 1.417, C43 1.512, H46 1.092, H47 1.094
43 C -10.07 -23.05 -19.49  C42 1.512, O44 1.435, H48 1.091, H49 1.092
44 O -9.70 -24.44 -19.53  C43 1.435, H50 0.962
45 H -11.74 -24.20 -21.12  O41 0.963
46 H -11.81 -21.82 -19.61  C42 1.092
47 H -12.13 -23.42 -18.94  C42 1.094
48 H -9.77 -22.63 -18.53  C43 1.091
49 H -9.50 -22.51 -20.25  C43 1.092
50 H -9.55 -24.70 -20.44  O44 0.962
51 O -8.20 -27.65 -22.70  C52 1.434, H55 0.962
52 C -7.34 -27.24 -23.78  O51 1.434, C53 1.508, H56 1.092, H57 1.098
53 C -8.09 -26.55 -24.89  C52 1.508, O54 1.421, H58 1.097, H59 1.097
54 O -8.55 -25.28 -24.45  C53 1.421, H60 0.958
55 H -8.70 -28.41 -23.02  O51 0.962
56 H -6.55 -26.58 -23.41  C52 1.092
57 H -6.79 -28.12 -24.15  C52 1.098
58 H -8.91 -27.18 -25.26  C53 1.097
59 H -7.41 -26.41 -25.74  C53 1.097
60 H -8.33 -24.61 -25.10  O54 0.958
61 O -3.24 -33.33 -16.70  C62 1.413, H65 0.963
62 C -3.33 -33.34 -18.11  O61 1.413, C63 1.498, H66 1.091, H67 1.097
63 C -3.97 -32.09 -18.61  C62 1.498, O64 1.416, H68 1.103, H69 1.103
64 O -5.21 -31.89 -17.94  C63 1.416, H70 0.974
65 H -4.13 -33.47 -16.36  O61 0.963
66 H -2.33 -33.44 -18.53  C62 1.091
67 H -3.88 -34.22 -18.47  C62 1.097
68 H -4.16 -32.08 -19.69  C63 1.103
69 H -3.31 -31.22 -18.46  C63 1.103
70 H -5.62 -31.14 -18.40  O64 0.974
71 O -4.42 -28.72 -14.68  C72 1.425, H75 0.972
72 C -5.40 -29.38 -15.47  O71 1.425, C73 1.515, H76 1.094, H77 1.092
73 C -6.69 -28.59 -15.41  C72 1.515, O74 1.419, H78 1.094, H79 1.095
74 O -7.34 -28.73 -14.16  C73 1.419, H80 0.963
75 H -3.94 -28.15 -15.30  O71 0.972
76 H -5.06 -29.56 -16.49  C72 1.094
77 H -5.57 -30.36 -15.02  C72 1.092
78 H -7.38 -28.98 -16.17  C73 1.094
79 H -6.46 -27.54 -15.60  C73 1.095
80 H -6.78 -28.32 -13.49  O74 0.963


# 2
A cluster of 7 separate species, C16H49N3O9 in total. Source: the OMol25 dataset; level of theory: ωB97M-V with the def2-TZVPD basis set.

Results
multiplicity = 1
structure (SMILES) = COC[C@H](C)N.COCCNCCOC.COCCNCCOC.O.O.O.O
lowest unoccupied orbital energy = 0.565 eV
energy relative to the best compared isomer or geometry (same formula, charge and spin) = 124.5 kJ/mol
highest occupied orbital energy = -9.0 eV

Each atom is followed by the atoms it is bonded to, with distances in Å.
Cartesian coordinates (Å):
1 C -0.96 -3.38 4.14  O2 1.470, H7 1.075, H8 1.122, H9 1.126
2 O -0.59 -2.74 2.88  C1 1.470, C3 1.447
3 C -1.22 -3.47 1.80  O2 1.447, C4 1.498, H10 1.069, H11 1.134
4 C -0.92 -2.99 0.41  C3 1.498, C5 1.478, N6 1.452, H12 1.115
5 C -1.73 -3.85 -0.48  C4 1.478, H13 1.124, H14 1.098, H15 1.147
6 N 0.47 -2.99 0.01  C4 1.452, H16 1.023, H17 1.029
7 H -0.39 -2.99 4.96  C1 1.075
8 H -0.98 -4.50 4.08  C1 1.122
9 H -2.02 -3.10 4.38  C1 1.126
10 H -0.90 -4.48 1.98  C3 1.069
11 H -2.35 -3.55 1.87  C3 1.134
12 H -1.25 -1.93 0.45  C4 1.115
13 H -1.60 -4.95 -0.29  C5 1.124
14 H -1.35 -3.76 -1.50  C5 1.098
15 H -2.82 -3.50 -0.45  C5 1.147
16 H 1.06 -2.32 0.51  N6 1.023
17 H 0.95 -3.89 0.12  N6 1.029
18 C 0.11 0.82 -4.74  O19 1.438, H27 1.102, H28 1.040, H29 1.119
19 O 1.26 0.62 -3.89  C18 1.438, C20 1.406
20 C 1.22 -0.64 -3.27  O19 1.406, C21 1.498, H30 1.081, H31 1.120
21 C 2.18 -0.82 -2.13  C20 1.498, N22 1.465, H32 1.067, H33 1.073
22 N 3.60 -0.92 -2.45  C21 1.465, C23 1.476, H34 1.038
23 C 3.91 -1.85 -3.56  N22 1.476, C24 1.525, H35 1.115, H36 1.076
24 C 5.36 -1.63 -3.98  C23 1.525, O25 1.375, H37 1.086, H38 1.092
25 O 5.50 -0.41 -4.59  C24 1.375, C26 1.443
26 C 6.90 -0.26 -4.91  O25 1.443, H39 1.121, H40 1.108, H41 1.128
27 H 0.07 -0.07 -5.39  C18 1.102
28 H 0.34 1.67 -5.29  C18 1.040
29 H -0.83 1.01 -4.17  C18 1.119
30 H 1.31 -1.42 -4.02  C20 1.081
31 H 0.18 -0.79 -2.90  C20 1.120
32 H 1.82 -1.62 -1.53  C21 1.067
33 H 2.09 0.05 -1.51  C21 1.073
34 H 3.79 0.02 -2.85  N22 1.038
35 H 3.23 -1.83 -4.44  C23 1.115
36 H 3.93 -2.84 -3.13  C23 1.076
37 H 5.66 -2.49 -4.57  C24 1.086
38 H 5.96 -1.69 -3.06  C24 1.092
39 H 7.01 0.80 -5.25  C26 1.121
40 H 7.20 -0.99 -5.69  C26 1.108
41 H 7.57 -0.34 -4.00  C26 1.128
42 C -6.38 6.48 2.03  O43 1.369, H51 1.081, H52 1.109, H53 1.067
43 O -5.18 5.91 1.72  C42 1.369, C44 1.431
44 C -5.23 4.50 1.49  O43 1.431, C45 1.524, H54 1.097, H55 1.114
45 C -3.84 3.88 1.46  C44 1.524, N46 1.425, H56 1.082, H57 1.075
46 N -4.11 2.48 1.35  C45 1.425, C47 1.458, H58 1.012
47 C -2.97 1.67 1.76  N46 1.458, C48 1.526, H59 1.129, H60 1.079
48 C -1.92 1.74 0.66  C47 1.526, O49 1.423, H61 1.083, H62 1.117
49 O -0.69 1.14 1.06  C48 1.423, C50 1.425
50 C 0.44 1.65 0.37  O49 1.425, H63 1.145, H64 1.110, H65 1.122
51 H -6.21 7.55 2.02  C42 1.081
52 H -6.72 6.01 2.98  C42 1.109
53 H -7.14 6.29 1.31  C42 1.067
54 H -5.79 4.29 0.57  C44 1.097
55 H -5.85 4.08 2.31  C44 1.114
56 H -3.40 4.16 2.41  C45 1.082
57 H -3.21 4.24 0.67  C45 1.075
58 H -4.89 2.21 1.93  N46 1.012
59 H -3.30 0.60 1.89  C47 1.129
60 H -2.56 1.86 2.74  C47 1.079
61 H -1.81 2.79 0.43  C48 1.083
62 H -2.26 1.24 -0.28  C48 1.117
63 H 0.40 1.32 -0.73  C50 1.145
64 H 1.38 1.27 0.83  C50 1.110
65 H 0.40 2.77 0.42  C50 1.122
66 O -0.79 0.17 3.60  H67 0.958, H68 0.994
67 H -0.65 0.43 2.69  O66 0.958
68 H -1.24 -0.71 3.57  O66 0.994
69 O 1.58 0.44 5.35  H70 0.955, H71 0.946
70 H 0.80 0.40 4.80  O69 0.955
71 H 1.49 1.20 5.91  O69 0.946
72 O 3.91 -2.06 0.52  H73 0.957, H74 0.986
73 H 3.38 -1.48 1.06  O72 0.957
74 H 3.96 -1.71 -0.40  O72 0.986
75 O 1.96 -0.96 2.27  H76 0.965, H77 0.967
76 H 2.25 -0.26 2.87  O75 0.965
77 H 1.42 -1.58 2.78  O75 0.967


# 3
A cluster of 10 separate species, C16H49O18 in total. Source: the OMol25 dataset; level of theory: ωB97M-V with the def2-TZVPD basis set.

Results
multiplicity = 1
lowest unoccupied orbital energy = 1.976 eV
energy relative to the best compared isomer or geometry (same formula, charge and spin) = 0.0 kJ/mol
highest occupied orbital energy = -4.5 eV
charge = -1

Each atom is followed by the atoms it is bonded to, with distances in Å.
Cartesian coordinates (Å):
1 O 0.17 -0.55 0.47  C2 1.346, H5 0.960
2 C 0.04 0.78 0.67  O1 1.346, O3 1.263, O4 1.213
3 O -0.94 1.44 0.23  C2 1.263
4 O 0.86 1.32 1.38  C2 1.213
5 H -0.68 -0.51 0.02  O1 0.960
6 C 0.48 -5.62 -3.56  O7 1.422, H8 1.090, H9 1.090, H10 1.090
7 O -0.18 -6.76 -3.01  C6 1.422, H11 0.960
8 H 1.52 -5.93 -3.64  C6 1.090
9 H 0.05 -5.40 -4.54  C6 1.090
10 H 0.32 -4.82 -2.84  C6 1.090
11 H 0.30 -6.87 -2.19  O7 0.960
12 C 1.00 2.64 -3.99  O13 1.439, H14 1.090, H15 1.090, H16 1.090
13 O 1.16 2.94 -5.39  C12 1.439, H17 0.960
14 H 0.98 1.55 -3.88  C12 1.090
15 H 1.83 2.97 -3.37  C12 1.090
16 H 0.04 3.03 -3.65  C12 1.090
17 H 1.97 2.51 -5.67  O13 0.960
18 C 5.71 0.22 4.36  O19 1.428, H20 1.090, H21 1.090, H22 1.090
19 O 4.54 1.00 4.63  C18 1.428, H23 0.960
20 H 6.37 0.91 3.82  C18 1.090
21 H 6.15 -0.14 5.30  C18 1.090
22 H 5.51 -0.63 3.71  C18 1.090
23 H 4.04 0.93 3.82  O19 0.960
24 C 5.04 -2.37 -1.92  C25 1.555, O27 1.435, H28 1.090, H29 1.090
25 C 5.42 -0.90 -1.60  C24 1.555, O26 1.420, H30 1.090, H31 1.090
26 O 5.45 -0.07 -2.75  C25 1.420, H32 0.960
27 O 5.83 -2.89 -2.99  C24 1.435, H33 0.960
28 H 4.00 -2.41 -2.26  C24 1.090
29 H 5.08 -3.08 -1.09  C24 1.090
30 H 6.40 -0.89 -1.14  C25 1.090
31 H 4.73 -0.44 -0.88  C25 1.090
32 H 5.75 0.80 -2.46  O26 0.960
33 H 6.75 -2.99 -2.73  O27 0.960
34 C 1.96 -4.07 4.32  C35 1.570, O37 1.441, H38 1.090, H39 1.090
35 C 0.69 -4.76 4.91  C34 1.570, O36 1.450, H40 1.090, H41 1.090
36 O -0.46 -3.91 5.13  C35 1.450, H42 0.960
37 O 1.92 -3.96 2.88  C34 1.441, H43 0.960
38 H 2.84 -4.71 4.40  C34 1.090
39 H 2.20 -3.13 4.83  C34 1.090
40 H 0.95 -5.26 5.84  C35 1.090
41 H 0.42 -5.60 4.26  C35 1.090
42 H -0.25 -3.55 6.00  O36 0.960
43 H 1.45 -3.17 2.60  O37 0.960
44 C -3.95 -0.40 -4.05  C45 1.529, O47 1.396, H48 1.090, H49 1.090
45 C -4.86 0.26 -3.02  C44 1.529, O46 1.426, H50 1.090, H51 1.090
46 O -4.42 1.55 -2.61  C45 1.426, H52 0.960
47 O -2.76 -0.86 -3.48  C44 1.396, H53 0.960
48 H -3.70 0.29 -4.86  C44 1.090
49 H -4.47 -1.20 -4.58  C44 1.090
50 H -4.97 -0.35 -2.12  C45 1.090
51 H -5.85 0.41 -3.45  C45 1.090
52 H -3.61 1.41 -2.10  O46 0.960
53 H -2.20 -1.25 -4.16  O47 0.960
54 C -4.28 -4.87 1.04  C55 1.512, O57 1.375, H58 1.090, H59 1.090
55 C -5.41 -4.96 0.04  C54 1.512, O56 1.397, H60 1.090, H61 1.090
56 O -6.31 -6.01 0.20  C55 1.397, H62 0.960
57 O -4.64 -4.88 2.37  C54 1.375, H63 0.960
58 H -3.66 -4.00 0.84  C54 1.090
59 H -3.51 -5.63 0.92  C54 1.090
60 H -5.06 -4.91 -0.99  C55 1.090
61 H -6.08 -4.11 0.19  C55 1.090
62 H -5.84 -6.80 -0.08  O56 0.960
63 H -3.80 -4.77 2.83  O57 0.960
64 C 2.03 6.50 1.74  C65 1.562, O67 1.387, H68 1.090, H69 1.090
65 C 3.44 5.90 2.03  C64 1.562, O66 1.382, H70 1.090, H71 1.090
66 O 3.70 4.91 1.10  C65 1.382, H72 0.960
67 O 0.94 5.71 2.07  C64 1.387, H73 0.960
68 H 2.05 6.53 0.65  C64 1.090
69 H 1.82 7.47 2.18  C64 1.090
70 H 3.49 5.47 3.04  C65 1.090
71 H 4.25 6.62 1.94  C65 1.090
72 H 3.05 4.22 1.25  O66 0.960
73 H 0.99 4.85 1.65  O67 0.960
74 C -3.85 6.84 -0.22  C75 1.587, O77 1.428, H78 1.090, H79 1.090
75 C -4.52 6.12 1.02  C74 1.587, O76 1.437, H80 1.090, H81 1.090
76 O -5.69 5.43 0.55  C75 1.437, H82 0.960
77 O -4.74 7.83 -0.74  C74 1.428, H83 0.960
78 H -3.77 6.11 -1.02  C74 1.090
79 H -2.90 7.32 0.00  C74 1.090
80 H -4.76 6.87 1.78  C75 1.090
81 H -3.81 5.39 1.39  C75 1.090
82 H -5.38 4.81 -0.12  O76 0.960
83 H -4.36 8.54 -1.27  O77 0.960